Molecular formula: C9H18N3O2
Method: DFT, the ωB97M-V functional and the def2-TZVPD basis

HOMO-LUMO gap: 9.0 eV
total energy: -668.06277 Ha
energy above the lowest of the compared OMol25 structures with the same formula, charge and spin: 82.05 kcal per mole
highest occupied orbital energy: -12.095 eV
charge: +1
SMILES string: CC(=O)/[N+]([O-])=C(/C1CC1)[N@@H+](C)CCN
E_LUMO: -3.1 eV

XYZ file:
```
32
C9H18N3O2, DFT the ωB97M-V functional and the def2-TZVPD basis
O 1.07895 -2.10670 -1.98570
O 0.12711 -2.78541 1.06052
N -0.36765 2.50274 1.48368
N 0.60249 -1.60515 -0.92119
N -0.27993 0.21598 0.37067
C -0.10656 1.38753 2.42116
C -1.76024 -0.02069 0.28003
C -0.82380 -3.80414 -0.96500
C 0.56948 1.71603 -2.10081
C 0.52859 -0.34199 -0.67985
C 1.32291 0.53366 -1.57565
C 1.82951 1.89988 -1.28460
C -0.03662 -2.86200 -0.09774
C 0.38174 0.16034 1.76897
H 1.84762 2.22136 -0.25989
H -1.76020 -3.89297 -0.34088
H -1.33108 2.84043 1.62636
H 2.76388 2.03442 -1.60480
H -2.05447 -0.98928 0.75224
H 0.00162 -0.78347 2.24461
H -0.38569 -4.79830 -0.95162
H -0.94834 0.96876 3.06001
H 1.43852 -0.01152 1.51373
H 0.53084 1.61860 3.29280
H -2.02447 0.06279 -0.77166
H 1.84972 -0.16396 -2.34923
H -0.24346 1.29833 0.31633
H -0.33338 2.05809 -1.71693
H -2.28538 0.77134 0.90561
H 0.60590 1.95154 -3.13923
H 0.19871 3.33710 1.58225
H -0.93630 -3.41335 -1.93421
```

Mulliken population analysis, charges in e, atoms 1 to 6: number 1, O, carries -0.73; number 2, O, carries -0.44; number 3, N, carries -0.53; number 4, N, carries 0.63; number 5, N, carries 0.12; number 6, C, carries -0.76